1.
C4H3FN2O in the gas phase, computed with ωB97M-V/def2-TZVPD.

**ΔE to the lowest compared entry with this formula, charge and spin**: 4.775 eV
**Highest occupied orbital energy**: -11.2 eV
**HOMO-LUMO gap**: 10.8 eV
**F_max**: 0.159 Eh/bohr
**SMILES**: N#C[C@@H]1NC(=O)[C@@H]1F
**Total charge**: 0

XYZ file:
```
11
Properties=species:S:1:pos:R:3:lowdin_charge:R:1
C -0.6420 0.9729 -0.0267 -0.10
C 0.5978 0.0110 0.5193 -0.19
C -1.2230 -0.3738 -0.5530 -0.18
C 1.8043 -0.3196 -0.4623 -0.12
H -1.1938 1.2963 0.7951 0.13
H 0.8312 0.3578 1.5635 0.14
H -0.1403 -2.0164 0.6884 0.06
N -0.4894 -1.1125 0.7529 0.10
N 2.6546 -0.3657 -1.2843 0.13
O -2.0414 -0.7105 -1.4954 0.06
F -0.1581 2.2604 -0.4974 -0.03
```

2.
A 3-piece molecular cluster, CH7O3 overall, computed with ωB97M-V/def2-TZVPD.

**ΔE to the lowest compared entry with this formula, charge and spin**: 1.030 eV
**Highest occupied orbital energy**: -4.1 eV
**HOMO-LUMO gap**: 8.5 eV
**F_max**: 0.062 Eh/bohr
**Total charge**: -1

XYZ file:
```
11
Properties=species:S:1:pos:R:3:lowdin_charge:R:1
C 0.5588 -0.4585 -1.1141 -0.32
O 0.1929 -0.1206 0.1141 -0.34
H 0.9316 -1.5516 -1.0352 0.09
H -0.2213 -0.2150 -1.9352 0.07
H 1.2443 0.2709 -1.4754 0.04
H -0.7157 -0.7475 1.0932 0.06
H -2.0531 -1.3760 0.5294 0.01
O -1.7116 -1.1728 1.4662 -0.29
H 0.1297 2.3533 0.9217 -0.05
H 0.6573 1.0384 0.5147 -0.07
O 0.9870 1.9795 0.9204 -0.20
```

3.
C12H10F9NOV as an isolated structure, computed with ωB97M-V/def2-TZVPD.

**ΔE to the lowest compared entry with this formula, charge and spin**: 0.000 eV
**Highest occupied orbital energy (spin up / spin down)**: -8.6 / -8.8 eV
**HOMO-LUMO gap (spin up / spin down)**: 8.3 / 8.3 eV
**⟨S²⟩**: 0.8005
**F_max**: 0.062 Eh/bohr
**2S+1**: 2
**Total charge**: 0

XYZ file:
```
34
Properties=species:S:1:pos:R:3:mulliken_spin:R:1
C 0.2000 -1.3298 -1.8427 0.06
C -1.0461 -1.1832 -1.1924 0.01
C -0.9851 -1.8524 0.0601 -0.04
C 0.3251 -2.4504 0.1801 -0.02
C 1.0353 -2.1459 -1.0364 -0.04
V 0.6639 -0.3448 0.2605 1.21
C -1.2441 2.0877 -0.9465 0.03
C -0.7193 2.7715 -1.9777 0.00
C 0.1956 3.1691 -2.8489 0.00
N 2.3177 -0.3284 0.5126 -0.25
H -1.7973 -1.9305 0.7963 0.00
H -1.9368 -0.7190 -1.6114 0.00
H 0.6880 -3.0712 1.0085 0.01
H 2.0311 -2.5023 -1.2830 -0.01
H 0.4511 -0.9360 -2.8353 0.01
H -2.0769 1.3922 -1.0685 0.00
H 3.0667 0.1209 -0.0494 0.02
H -0.8904 2.1607 0.1082 -0.01
H 0.0029 3.8381 -3.7009 0.00
H 1.2382 2.7843 -2.8275 0.01
F -1.4431 1.9936 3.1557 0.00
C -1.3786 0.7554 3.7104 0.00
F -1.4014 0.8895 5.0588 0.00
F -2.4930 0.0968 3.3278 0.00
C -0.1061 0.0256 3.2103 0.01
O -0.1444 0.0279 1.8125 0.01
C 1.1504 0.7801 3.7007 -0.01
F 1.1871 0.9118 5.0536 0.00
F 2.2784 0.1380 3.3087 0.00
F 1.1917 2.0282 3.1547 0.00
C -0.0898 -1.4362 3.7269 0.01
F -0.0555 -1.4907 5.0685 0.00
F -1.1985 -2.1140 3.2971 0.00
F 0.9762 -2.1091 3.2312 0.00
```

4.
C32H38AuN6S as an isolated structure, computed with ωB97M-V/def2-TZVPD.

**ΔE to the lowest compared entry with this formula, charge and spin**: 0.074 eV
**Highest occupied orbital energy**: -15.9 eV
**HOMO-LUMO gap**: 5.7 eV
**F_max**: 0.008 Eh/bohr
**Total charge**: +3

XYZ file:
```
78
Properties=species:S:1:pos:R:3:lowdin_charge:R:1
Au 0.9930 0.5154 -1.0571 0.65
C 2.3617 4.0119 -1.2700 -0.02
C 2.9372 3.3179 -0.0658 -0.22
C 4.2421 3.5517 0.3531 -0.01
C 4.7579 2.9130 1.4707 -0.04
C 3.9774 2.0204 2.1900 -0.02
C 2.6674 1.7548 1.8108 -0.23
C 1.7990 0.8017 2.5890 -0.03
C 2.1825 2.4221 0.6881 -0.26
N 0.8205 2.1204 0.2630 -0.02
C -0.1493 2.8336 0.6681 -0.23
C -0.0202 4.0274 1.5569 0.03
C -1.5512 2.4534 0.2427 -0.18
C -2.5683 3.5425 0.1301 0.04
N -1.8574 1.2416 0.0395 0.20
C -2.8811 0.5187 -0.3453 -0.13
C -3.2137 0.4122 -1.7249 -0.17
C -2.3635 1.0831 -2.7668 0.00
C -4.4127 -0.1722 -2.0202 0.10
C -5.3235 -0.6924 -1.0267 0.01
C -4.9577 -0.7577 0.2523 0.01
C -3.5869 -0.3208 0.7177 -0.30
C -3.6938 0.4653 2.0465 0.04
H 3.1414 4.5342 -1.8192 0.09
H 1.6142 4.7581 -0.9873 0.09
H 1.8844 3.3066 -1.9557 0.06
H 4.8560 4.2476 -0.2043 0.13
H 5.7727 3.1154 1.7851 0.12
H 4.3839 1.5287 3.0648 0.12
H 2.3771 0.3077 3.3671 0.09
H 1.3680 0.0296 1.9422 0.05
H 0.9718 1.3217 3.0805 0.08
H 1.0157 4.2056 1.8288 0.10
H -0.6051 3.8843 2.4697 0.11
H -0.4134 4.9159 1.0595 0.11
H -2.7009 4.0479 1.0888 0.11
H -3.5259 3.1608 -0.2160 0.10
H -2.2066 4.2985 -0.5726 0.12
H -1.3008 0.9433 -2.5624 0.03
H -2.5617 2.1568 -2.8043 0.10
H -2.5813 0.6758 -3.7519 0.10
H -4.7308 -0.1909 -3.0573 0.15
H -6.3081 -1.0132 -1.3396 0.14
H -5.6233 -1.1480 1.0110 0.14
H -4.2650 -0.0983 2.7803 0.10
H -4.2272 1.3988 1.8675 0.11
H -2.7111 0.6812 2.4633 0.10
C 4.5771 -0.9227 -3.1061 0.02
N 4.0109 -1.7848 -2.0648 -0.09
C 4.7741 -2.5716 -1.2227 0.01
C 3.9318 -3.1932 -0.3791 0.01
N 2.6492 -2.7738 -0.7116 0.02
C 2.7170 -1.9002 -1.7557 -0.66
S 1.4131 -1.1366 -2.6037 0.59
C 1.4617 -3.2883 -0.1140 -0.23
C 1.3683 -4.6347 0.2202 0.06
C 0.1796 -5.0745 0.7725 0.02
C -0.8903 -4.1942 0.9288 0.03
C -0.6759 -2.8906 0.5331 -0.21
N 0.4718 -2.4367 0.0553 0.16
H 5.4315 -1.4300 -3.5449 0.11
H 4.8923 0.0208 -2.6639 0.11
H 3.8267 -0.7426 -3.8678 0.07
H 5.8468 -2.6116 -1.2979 0.15
H 4.1217 -3.8685 0.4361 0.14
H 2.1841 -5.3181 0.0303 0.14
H 0.0628 -6.1127 1.0521 0.14
H -1.8274 -4.5566 1.3159 0.10
H -1.1898 -1.0467 -0.0268 0.11
C -4.2236 -3.7595 1.0319 -0.04
C -3.4530 -2.6876 1.8374 -0.14
C -2.8243 -1.6383 0.9859 -0.08
N -1.6483 -1.8044 0.4838 0.24
H -4.3973 -4.6175 1.6790 0.11
H -3.6800 -4.0938 0.1490 0.09
H -5.1911 -3.3937 0.7006 0.08
H -2.6617 -3.1528 2.4280 0.13
H -4.1321 -2.2139 2.5444 0.13
```

Electronic energy, record by record: -438.692215; -268.001525; -2435.967777; -2103.696409 Ha